No. 1
{"formula": "C24H78N10O15", "method": "ωB97M-V/def2-TZVPD", "e_tot_ev": -71760.4517, "symbols": ["C", "C", "O", "H", "H", "H", "H", "H", "H", "C", "C", "O", "H", "H", "H", "H", "H", "H", "C", "C", "O", "H", "H", "H", "H", "H", "H", "C", "C", "O", "H", "H", "H", "H", "H", "H", "C", "C", "O", "H", "H", "H", "H", "H", "H", "C", "C", "O", "H", "H", "H", "H", "H", "H", "C", "C", "O", "H", "H", "H", "H", "H", "H", "C", "C", "O", "H", "H", "H", "H", "H", "H", "C", "C", "O", "H", "H", "H", "H", "H", "H", "C", "O", "N", "N", "H", "H", "H", "H", "C", "O", "N", "N", "H", "H", "H", "H", "C", "O", "N", "N", "H", "H", "H", "H", "C", "O", "N", "N", "H", "H", "H", "H", "C", "O", "N", "N", "H", "H", "H", "H", "C", "O", "H", "H", "H", "H"], "positions_angstrom": [[-7.625, 8.546, 18.257], [-6.543, 9.454, 17.754], [-5.895, 8.783, 16.777], [-8.459, 9.102, 18.719], [-7.110, 7.949, 18.974], [-8.142, 7.939, 17.591], [-5.851, 9.720, 18.548], [-6.921, 10.402, 17.382], [-5.010, 8.540, 17.061], [-8.290, 4.974, 18.302], [-8.489, 4.896, 19.844], [-7.497, 3.962, 20.220], [-8.759, 5.785, 17.925], [-8.715, 4.133, 17.694], [-7.315, 4.821, 17.935], [-9.529, 4.469, 20.034], [-8.269, 5.771, 20.342], [-7.961, 3.140, 20.165], [-4.898, 6.143, 19.072], [-4.349, 5.596, 17.820], [-3.000, 5.874, 17.656], [-5.028, 7.179, 18.983], [-4.358, 5.943, 20.021], [-5.899, 5.799, 19.351], [-4.950, 6.041, 17.027], [-4.448, 4.544, 17.833], [-2.803, 5.381, 16.833], [-5.436, 8.940, 21.069], [-5.039, 9.224, 22.469], [-3.723, 9.831, 22.426], [-4.704, 8.179, 20.712], [-5.112, 9.846, 20.429], [-6.503, 8.658, 21.035], [-4.945, 8.377, 23.071], [-5.774, 9.967, 22.914], [-3.658, 10.560, 21.795], [-4.790, 9.359, 12.447], [-4.903, 10.206, 13.650], [-6.183, 10.461, 13.984], [-5.191, 8.438, 12.635], [-3.740, 9.237, 12.134], [-5.073, 9.759, 11.537], [-4.466, 11.203, 13.380], [-4.400, 9.611, 14.376], [-6.506, 9.583, 14.142], [-4.287, 11.659, 16.579], [-3.030, 12.473, 16.807], [-2.241, 12.110, 17.912], [-4.906, 11.643, 17.467], [-4.098, 10.636, 16.233], [-4.854, 12.083, 15.696], [-3.291, 13.546, 17.025], [-2.447, 12.574, 15.885], [-1.457, 12.685, 17.925], [-10.448, 10.596, 20.230], [-10.766, 11.189, 18.809], [-11.983, 10.685, 18.332], [-11.246, 10.824, 20.906], [-9.529, 10.950, 20.762], [-10.597, 9.494, 20.169], [-9.860, 11.017, 18.160], [-10.863, 12.310, 18.898], [-12.259, 11.280, 17.644], [-6.890, 11.939, 19.987], [-7.397, 13.123, 19.137], [-6.651, 13.239, 18.004], [-7.401, 11.055, 19.585], [-7.084, 12.078, 21.055], [-5.876, 11.708, 19.774], [-7.144, 14.083, 19.525], [-8.507, 13.057, 18.916], [-6.001, 13.900, 18.187], [-13.158, 6.092, 17.658], [-12.157, 7.121, 17.203], [-10.887, 6.911, 17.802], [-14.086, 6.594, 17.399], [-13.204, 6.132, 18.739], [-13.098, 5.153, 17.232], [-12.495, 8.112, 17.475], [-11.936, 7.085, 16.116], [-11.005, 7.003, 18.716], [-2.225, 9.176, 19.208], [-1.940, 10.096, 20.246], [-2.447, 7.891, 19.469], [-2.256, 9.446, 17.883], [-2.486, 7.589, 20.474], [-2.652, 7.145, 18.783], [-2.246, 10.467, 17.745], [-2.538, 8.734, 17.123], [-6.864, 7.055, 13.940], [-5.607, 6.502, 14.214], [-7.468, 6.900, 12.841], [-7.433, 7.865, 14.760], [-6.967, 6.255, 12.212], [-8.052, 7.581, 12.390], [-6.863, 8.157, 15.583], [-8.284, 8.409, 14.647], [-8.641, 12.587, 15.292], [-9.471, 13.104, 16.270], [-7.381, 12.452, 15.498], [-9.047, 12.331, 14.060], [-7.057, 12.824, 16.429], [-6.852, 11.748, 15.098], [-10.080, 12.623, 13.962], [-8.539, 12.154, 13.178], [-10.000, 5.091, 14.939], [-11.135, 4.405, 15.173], [-9.361, 4.934, 13.820], [-9.581, 6.154, 15.523], [-9.694, 4.294, 13.132], [-8.713, 5.639, 13.414], [-10.064, 6.488, 16.353], [-8.745, 6.610, 15.216], [-2.473, 7.415, 14.990], [-3.308, 8.052, 15.854], [-1.217, 7.448, 14.917], [-2.937, 6.748, 14.014], [-0.745, 7.871, 15.795], [-0.628, 6.846, 14.342], [-3.948, 6.632, 13.965], [-2.396, 6.444, 13.189], [-10.489, 9.724, 15.749], [-9.388, 9.652, 14.905], [-11.296, 9.296, 15.294], [-10.796, 10.736, 15.942], [-10.238, 9.158, 16.643], [-9.338, 10.527, 14.584]]}

No. 2
{"formula": "C24H80N6O16", "method": "ωB97M-V/def2-TZVPD", "e_tot_ev": -67879.9629, "symbols": ["C", "C", "O", "H", "H", "H", "H", "H", "H", "C", "C", "O", "H", "H", "H", "H", "H", "H", "C", "C", "O", "H", "H", "H", "H", "H", "H", "C", "C", "O", "H", "H", "H", "H", "H", "H", "C", "C", "O", "H", "H", "H", "H", "H", "H", "C", "C", "O", "H", "H", "H", "H", "H", "H", "C", "C", "O", "H", "H", "H", "H", "H", "H", "C", "C", "O", "H", "H", "H", "H", "H", "H", "C", "O", "N", "N", "H", "H", "H", "H", "C", "O", "N", "N", "H", "H", "H", "H", "C", "O", "N", "N", "H", "H", "H", "H", "C", "O", "H", "H", "H", "H", "C", "O", "H", "H", "H", "H", "C", "O", "H", "H", "H", "H", "C", "O", "H", "H", "H", "H", "C", "O", "H", "H", "H", "H"], "positions_angstrom": [[-13.510, -23.755, 0.424], [-14.893, -23.775, 0.986], [-15.641, -24.847, 0.604], [-12.833, -24.577, 0.805], [-12.975, -22.841, 0.591], [-13.549, -23.866, -0.630], [-15.304, -22.896, 0.492], [-14.807, -23.778, 2.068], [-15.718, -24.773, -0.353], [-11.918, -24.253, 5.228], [-12.606, -24.605, 3.922], [-13.837, -25.121, 4.256], [-11.674, -25.174, 5.813], [-12.538, -23.677, 5.889], [-11.080, -23.578, 5.032], [-11.912, -25.218, 3.349], [-12.796, -23.777, 3.222], [-14.255, -25.648, 3.569], [-8.451, -19.640, 0.252], [-7.331, -18.736, -0.149], [-6.209, -19.606, -0.282], [-8.525, -20.456, -0.513], [-9.417, -19.136, 0.286], [-8.313, -20.118, 1.187], [-7.145, -17.885, 0.561], [-7.620, -18.359, -1.113], [-6.371, -20.243, -0.973], [-10.300, -20.884, 8.411], [-10.129, -20.398, 6.977], [-11.220, -20.849, 6.304], [-11.106, -20.373, 8.941], [-9.410, -20.838, 8.856], [-10.616, -21.968, 8.353], [-9.268, -20.821, 6.423], [-10.108, -19.242, 6.966], [-11.341, -20.399, 5.463], [-6.265, -20.508, 5.415], [-5.733, -19.228, 5.994], [-6.796, -18.659, 6.790], [-7.155, -20.475, 4.728], [-6.572, -21.236, 6.165], [-5.509, -20.999, 4.822], [-5.423, -18.588, 5.175], [-4.904, -19.308, 6.675], [-7.369, -18.276, 6.069], [-11.231, -17.032, 0.761], [-10.210, -15.892, 1.020], [-10.166, -15.033, -0.096], [-12.250, -16.685, 0.680], [-11.223, -17.815, 1.508], [-11.083, -17.457, -0.249], [-9.192, -16.162, 1.248], [-10.497, -15.426, 1.939], [-11.049, -14.663, -0.209], [-7.622, -16.855, 3.472], [-8.603, -18.014, 3.676], [-9.083, -17.948, 5.026], [-7.128, -16.919, 2.520], [-6.902, -16.853, 4.292], [-8.111, -15.850, 3.572], [-8.094, -18.898, 3.470], [-9.330, -17.889, 2.882], [-9.693, -17.231, 5.167], [-11.401, -15.105, 6.223], [-11.088, -15.144, 4.724], [-11.269, -16.423, 4.286], [-12.306, -15.637, 6.465], [-11.432, -14.075, 6.584], [-10.626, -15.472, 6.819], [-10.065, -14.800, 4.510], [-11.767, -14.480, 4.222], [-12.179, -16.494, 4.086], [-8.397, -24.021, 4.397], [-8.748, -25.291, 4.786], [-8.682, -22.943, 5.008], [-7.760, -23.818, 3.272], [-9.088, -23.044, 5.951], [-8.803, -22.038, 4.498], [-7.243, -24.491, 2.880], [-7.307, -22.897, 2.986], [-10.811, -20.633, 3.286], [-9.498, -20.933, 3.272], [-11.323, -19.544, 3.786], [-11.772, -21.387, 2.858], [-10.649, -18.769, 3.945], [-12.308, -19.318, 3.760], [-11.369, -22.314, 2.463], [-12.666, -20.991, 2.484], [-14.579, -20.776, 5.329], [-14.285, -19.482, 5.386], [-15.796, -21.226, 5.407], [-13.682, -21.677, 4.958], [-16.542, -20.554, 5.559], [-16.008, -22.275, 5.357], [-12.800, -21.431, 4.477], [-13.798, -22.736, 4.980], [-9.812, -22.920, 0.701], [-10.121, -23.326, 2.047], [-10.795, -22.868, 0.333], [-9.213, -23.636, 0.178], [-9.393, -21.870, 0.833], [-9.265, -23.414, 2.566], [-12.418, -18.136, 7.521], [-13.574, -17.421, 7.494], [-12.538, -19.142, 8.022], [-11.602, -17.663, 8.099], [-12.104, -18.298, 6.499], [-14.229, -18.045, 7.837], [-11.976, -20.379, -0.698], [-11.608, -19.403, -1.687], [-11.988, -21.380, -1.015], [-12.951, -20.226, -0.368], [-11.275, -20.374, 0.096], [-12.234, -19.454, -2.415], [-14.085, -19.213, 1.918], [-14.206, -20.579, 1.632], [-15.031, -18.731, 1.627], [-13.255, -18.846, 1.314], [-13.892, -18.783, 2.901], [-15.154, -20.829, 1.938], [-14.557, -16.366, 3.919], [-13.938, -16.023, 2.711], [-14.704, -15.549, 4.643], [-13.990, -17.167, 4.466], [-15.655, -16.631, 3.748], [-14.603, -16.175, 1.982]]}

no.,Kohn-Sham gap (eV),HOMO (hartree)
1,7.827,-0.2888
2,8.852,-0.3297